Formula: C16H19N3O3
Source: the OMol25 dataset
Level of theory: ωB97M-V/def2-TZVPD

Element x y z (Å)
O -2.56834 -2.20616 0.17468
O -4.59623 -0.34394 0.38290
O -4.46453 1.33184 2.03012
N 3.12857 -0.87234 -2.85504
N -1.85578 -0.32097 1.19006
N -0.02310 -3.16668 -0.65424
C -0.84131 0.76372 3.14972
C 1.67475 1.91142 -1.04466
C -4.04430 0.28688 1.50187
C 0.04615 -0.60467 -1.21247
C 1.92066 0.63088 -1.81421
C 3.17209 0.45826 -2.56953
C -0.23928 -1.73369 -0.12254
C 4.16228 1.41301 -2.92653
C -0.86036 0.72345 1.63043
C -1.65135 -1.43069 0.45479
C -2.35007 0.53352 3.36543
C 3.87142 2.63017 -2.29009
C -2.91965 -0.32344 2.22732
C 2.66595 2.93689 -1.48173
C 2.02064 -1.52458 -2.34727
C 1.17873 -0.59229 -1.79154
H 1.72192 -2.64090 -2.19901
H -1.05976 -3.54838 -0.62078
H -0.26227 1.44940 3.81941
H 2.45518 3.90664 -1.22806
H -2.77218 -0.03038 4.23322
H 4.55344 3.49466 -2.65822
H 0.60390 -3.64056 0.12181
H 0.16856 0.38209 1.23521
H -0.47793 -0.31317 3.44965
H 5.09807 1.01257 -3.36322
H -3.02059 1.43259 3.35872
H 0.88429 2.07950 -0.49799
H -1.05924 1.81739 1.46355
H -4.41382 -1.35298 0.62160
H -3.36722 -1.32310 2.40250
H -0.38174 0.37273 -0.72464
H 0.53493 -1.43578 0.75644
H 4.07605 -1.26185 -3.18420
H -0.70855 -0.90105 -1.98345

Atoms 1-2, force components in eV/Å:
0.17 0.13 0.77
1.14 -1.54 3.31

Properties
**E_tot**: -1010.8860 a.u.
**Energy above the lowest of the compared OMol25 structures with the same formula, charge and spin**: 181.56 kcal per mole
**SMILES string**: N[C@@H](Cc1c[nH]c2ccccc12)C(=O)N1CCC[C@H]1C(=O)O
**Orbital gap**: 0.3015 hartree
**Net charge**: 0
**Multiplicity**: 1



Formula: CH4NO3PS
Source: the OMol25 dataset
Level of theory: ωB97M-V/def2-TZVPD

Element x y z (Å)
S -2.52921 -1.25161 -2.43466
P 1.79552 0.73825 1.80030
O 1.40914 1.70096 3.15640
O 2.17565 -0.55519 2.38323
O 2.69658 1.53318 0.85634
N 0.11781 0.61807 1.29934
C -0.03812 0.47189 0.06041
H 0.81299 0.35342 -0.67793
H -1.64163 -1.68583 -1.55158
H 0.95967 1.25086 3.85744
H -1.00095 0.39777 -0.52928

Atoms 1-2, force components in eV/Å:
-0.43 0.10 -0.45
-0.27 2.17 0.76

Properties
**E_tot**: -1060.6263 a.u.
**Energy above the lowest of the compared OMol25 structures with the same formula, charge and spin**: 0.00 kcal per mole
**Orbital gap**: 0.2446 hartree
**Net charge**: -2
**Multiplicity**: 1



Formula: C5H7N
Source: the OMol25 dataset
Level of theory: ωB97M-V/def2-TZVPD

Element x y z (Å)
N -0.94930 0.18901 -0.02149
C 1.87978 -2.00675 0.66997
C -2.27017 0.72172 -0.24854
C 1.43524 0.44685 -0.11094
C 0.04787 0.90875 -0.32772
C 1.69118 -0.77914 0.28182
H 2.03242 -2.80780 -0.04850
H -2.82942 0.03314 -0.89148
H 1.86033 -2.26753 1.72504
H -2.80088 0.76581 0.70930
H 2.24591 1.15502 -0.27067
H -2.27827 1.72446 -0.70667
H -0.06468 1.91647 -0.76014

Atoms 1-2, force components in eV/Å:
0.32 0.32 -0.12
-0.03 0.18 -0.06

Properties
**E_tot**: -249.3873 a.u.
**Energy above the lowest of the compared OMol25 structures with the same formula, charge and spin**: 53.93 kcal per mole
**SMILES string**: C=C=C/C=N/C
**Orbital gap**: 0.3724 hartree
**Net charge**: 0
**Multiplicity**: 1



Formula: C4H12N2O
Source: the OMol25 dataset
Level of theory: ωB97M-V/def2-TZVPD

Element x y z (Å)
O -1.58040 -0.51766 2.53684
N -0.17794 0.51876 -0.69308
N 0.98476 1.05209 -2.75207
C -0.36430 -0.39419 0.42662
C 0.57951 -0.01362 -1.80217
C 0.89486 -0.55884 1.27228
C -1.49256 0.17014 1.26938
H 1.76388 0.65691 -3.26971
H 1.40396 -0.61946 -1.47869
H 0.69792 -1.29175 2.05396
H -1.43778 1.21683 1.52562
H 1.69676 -0.99559 0.71483
H 1.37770 1.82818 -2.22168
H -0.66440 -1.36693 0.03460
H -2.43811 -0.93567 2.60551
H -0.15333 -0.56135 -2.40223
H 0.19198 1.39299 -0.33626
H -2.44478 0.05589 0.74341
H 1.16229 0.36324 1.77284

Atoms 1-2, force components in eV/Å:
0.16 0.01 -0.24
-0.30 0.41 0.05

Properties
**E_tot**: -344.3225 a.u.
**Energy above the lowest of the compared OMol25 structures with the same formula, charge and spin**: 39.22 kcal per mole
**SMILES string**: C[C@@H](CO)NCN
**Orbital gap**: 0.3541 hartree
**Net charge**: 0
**Multiplicity**: 1